Entry 1:
{
  "formula": "C2H7O3Pb",
  "method": "ωB97M-V/def2-TZVPD",
  "elements": ["O", "Pb", "H", "C", "H", "H", "H", "O", "C", "O", "H", "H", "H"],
  "coordinates": [[1.394, -0.643, -0.120], [2.714, 0.888, -0.286], [0.462, -0.563, -0.474], [1.343, -2.370, 0.591], [2.422, -2.375, 0.801], [0.580, -2.108, 1.337], [0.935, -2.811, -0.331], [1.229, -4.266, 1.454], [1.098, -6.106, 0.063], [1.982, -5.278, 0.779], [0.635, -5.557, -0.772], [1.704, -6.935, -0.327], [0.313, -6.499, 0.725]],
  "lowdin_spin": [0.1234, 0.8438, 0.0127, 0.0073, 0.0067, 0.0002, 0.0003, 0.0048, 0.0000, 0.0006, 0.0000, 0.0000, 0.0000],
  "e_tot_ev": -13570.0492,
  "spin_multiplicity": 2,
  "s2": 0.753,
  "fmax_ev_per_a": 3.50
}

Entry 2:
{
  "formula": "C2H7O3SSi",
  "method": "ωB97M-V/def2-TZVPD",
  "elements": ["C", "C", "O", "O", "O", "Si", "S", "H", "H", "H", "H", "H", "H", "H"],
  "coordinates": [[2.048, -1.277, -0.400], [-0.130, 1.149, 0.795], [-3.047, -0.508, 1.276], [-2.598, 1.329, -0.425], [0.646, -1.404, -0.354], [-0.468, -0.252, -0.483], [-2.779, -0.157, -0.149], [2.286, -0.296, -0.809], [2.375, -1.986, -1.158], [2.474, -1.456, 0.504], [-1.010, 1.140, 1.556], [0.913, 1.019, 1.141], [-0.221, 2.216, 0.388], [-0.490, 0.483, -1.882]],
  "lowdin_charge": [-0.1574, -0.2748, -0.6535, -0.6759, -0.3535, 0.4005, 0.4745, 0.0770, 0.0793, 0.0443, 0.0349, -0.0061, 0.0307, -0.0199],
  "total_charge": -1,
  "fmax_ev_per_a": 4.30,
  "e_above_lowest_kcal_mol": 53.16
}